No. 1
2 unconnected molecules or ions with the total composition C28H52N7O, computed with ωB97M-V with the def2-TZVPD basis set.

Atoms and positions in Å:
H -2.99 2.69 -0.73
H 2.71 1.19 2.13
C 0.78 1.43 -2.02
H -6.70 1.57 -1.23
H 0.62 1.20 -4.17
H 3.10 -0.83 9.94
H -5.34 -3.53 -4.14
H -2.23 1.43 -3.91
H 1.73 -0.78 1.15
C -1.93 2.11 -3.12
C -3.76 2.76 -1.50
C -0.65 2.86 -3.51
C -7.12 -0.74 -0.21
C -5.94 -2.68 -1.44
C -5.81 1.45 -0.61
N 3.83 -0.15 8.11
H -0.53 3.80 -2.97
C 7.20 0.56 -0.31
H -6.25 0.51 1.28
N 4.66 -0.96 2.76
H 4.29 1.60 2.78
C -4.57 -3.04 -3.55
H -6.34 -0.70 -2.27
C 4.26 -0.27 1.77
N -4.75 -2.62 -2.28
H 6.56 0.44 0.56
C -6.81 -1.39 -1.57
H 0.54 2.23 -1.30
C -3.14 3.07 -2.88
H 3.99 1.73 1.00
H -5.78 2.31 0.06
C 3.44 -1.86 6.40
C 2.13 0.90 -1.72
H -4.46 3.55 -1.23
H 4.85 -1.01 9.71
H 7.20 1.63 -0.57
C 3.63 -0.42 6.80
H 2.56 -2.28 6.89
C -2.68 -2.12 -2.82
H 1.46 2.69 -3.66
C 3.88 -1.09 9.22
H -2.77 4.10 -2.80
C 0.56 -1.57 -0.45
C 1.32 -0.38 0.22
H 5.21 -1.48 0.20
H 4.32 -2.45 6.66
H 3.74 -2.11 8.89
O 3.62 0.49 5.97
H -2.84 -2.92 -4.89
C 3.78 1.17 1.92
H 7.45 -0.07 -2.31
H 0.03 0.66 -1.88
H 4.59 -0.41 3.62
C -4.54 1.42 -1.50
H -1.67 -1.76 -2.76
H -6.56 -3.53 -1.71
H 0.88 -1.65 -1.49
H -8.06 -0.19 -0.28
C 4.25 -1.01 0.42
C 4.21 0.48 -1.71
H 6.51 -1.23 -1.42
C 0.63 2.01 -3.43
H -0.51 -1.36 -0.48
H 5.64 1.10 -2.93
H -3.48 -1.68 -0.82
N 3.27 1.15 -2.37
H 0.65 0.43 0.48
H -7.25 -1.55 0.51
H 3.55 -1.83 0.56
H -3.92 2.94 -3.62
H 3.30 -1.92 5.32
H 8.24 0.30 -0.12
H -3.90 0.64 -1.09
H -7.77 -1.67 -2.02
N 2.38 0.10 -0.69
H -5.63 -2.75 -0.39
H -4.88 1.17 -2.51
N 3.72 -0.18 -0.65
H -5.06 -0.39 0.36
C -5.99 0.18 0.26
C 6.65 -0.15 -1.57
H -0.77 3.15 -4.57
H 0.78 -2.51 0.05
H -1.83 1.52 -2.20
N 5.48 0.52 -2.12
H 3.95 0.83 8.30
C -3.60 -2.07 -1.82
C -3.31 -2.74 -3.93

**E_LUMO**: -2.07 eV
**Net charge**: +1

***

No. 2
8 unconnected molecules or ions with the total composition C28H53Cl14N4O3S, computed with ωB97M-V with the def2-TZVPD basis set.

Atoms and positions in Å:
C 5.32 -2.71 -1.47
N 3.23 -3.11 1.40
H 1.24 -3.33 -3.35
Cl -0.96 -0.93 2.86
Cl 0.19 1.75 7.07
C 2.79 -2.21 -1.05
C -0.60 3.32 -3.53
H -0.18 0.87 1.57
H 3.44 -3.42 2.34
C 6.47 -6.21 -0.68
O 3.85 -0.97 -3.09
Cl -0.39 2.28 -1.01
H 0.95 -6.35 -6.90
C 4.61 -5.49 -2.06
C 4.08 -2.64 -0.62
Cl -10.32 12.04 5.29
H -2.39 7.22 4.71
H -8.34 5.96 -0.52
H -0.51 7.17 3.03
Cl -0.82 4.97 3.81
H -2.76 8.05 3.19
H 2.98 -3.67 -3.63
H 2.04 -8.35 -5.80
H -2.71 -3.75 -0.60
H 3.03 -5.18 -0.61
C -1.10 0.70 2.12
C 1.98 -2.85 1.07
H -6.06 5.45 0.44
H 0.01 -4.24 -0.39
C 3.12 -5.47 -1.66
C -10.63 10.64 4.24
C -2.55 7.08 3.65
H 5.88 -1.78 -1.33
H -6.53 6.31 1.92
H -0.07 -1.29 0.15
H 3.72 2.02 6.04
Cl -4.00 6.07 3.45
C -0.61 -3.36 -0.18
N 4.28 -3.04 0.62
H 7.32 -7.68 -1.95
H 2.45 3.26 6.13
C -6.70 6.24 0.85
H 2.10 -2.51 -4.69
Cl -10.79 12.07 1.92
H -0.92 -3.40 0.86
C 1.69 -6.24 -6.11
H -0.53 1.75 3.91
C 6.22 -3.88 -1.08
Cl 3.93 -7.25 -4.92
H 0.08 -1.86 -1.53
C -10.00 10.79 2.88
H -10.11 9.87 2.32
H -10.20 9.77 4.73
H 2.68 -6.46 -1.76
H -8.95 11.04 2.95
H -1.12 -5.20 -1.91
Cl -2.89 1.67 3.93
H 7.03 -3.93 -1.82
H 8.42 -6.34 -1.55
Cl -2.38 3.33 -3.55
H -0.26 3.25 -4.57
H 2.02 0.30 6.80
C -1.81 -3.43 -1.14
C 2.58 -7.45 -6.08
C -0.05 2.15 -2.76
H 4.81 -4.87 -2.94
O 6.52 -6.73 0.41
H 1.22 -2.98 1.82
H 1.03 2.10 -2.87
H 2.53 -4.78 -2.26
H -1.25 2.75 2.65
C 2.20 -2.92 -3.68
C 2.65 2.20 5.99
C 1.70 -2.36 -0.21
H -2.01 -2.44 -1.55
N 5.50 -5.15 -0.92
H 7.14 -6.12 -2.76
Cl -6.17 7.77 0.11
C -1.30 1.78 3.14
N -1.46 -4.31 -2.26
H 6.69 -3.66 -0.11
C -8.14 5.92 0.55
H -8.38 4.93 0.91
H 3.02 -7.59 -7.07
H -11.71 10.51 4.16
H 5.05 -2.77 -2.52
C -1.34 6.47 2.99
Cl 0.81 -5.99 -4.58
H 2.27 -5.34 -6.29
H 4.84 -6.51 -2.37
C 1.93 1.37 7.02
Cl -9.25 7.06 1.35
O 1.43 -0.65 -2.69
H 2.34 1.56 8.00
H -0.26 4.26 -3.11
S 2.58 -1.51 -2.70
H -1.93 0.66 1.41
H -1.55 6.22 1.95
C 0.25 -2.11 -0.50
H -2.28 -4.53 -2.82
Cl 2.11 1.79 4.34
C 7.39 -6.60 -1.81
H -0.47 1.21 -3.10

**E_LUMO**: -4.64 eV
**Net charge**: +1

***

No. 3
3 unconnected molecules or ions with the total composition C28H53I2N4O3, computed with ωB97M-V with the def2-TZVPD basis set.

Atoms and positions in Å:
H -3.66 -5.34 3.63
C 1.98 -0.36 -0.41
H -1.81 -2.59 1.76
H 3.56 -0.17 3.17
C -1.81 1.43 -4.12
H -2.79 -0.34 7.79
H 1.58 -1.24 -2.35
O 0.85 1.63 -3.82
H -0.75 1.45 -7.27
H -2.05 -5.63 1.99
H -2.20 2.39 -6.92
C -2.07 0.23 7.20
H -0.98 3.85 -3.85
H 3.20 2.32 -4.40
H 1.59 4.24 -4.37
H -0.05 0.88 7.71
H 3.07 2.18 0.60
C 2.04 0.70 1.90
O 0.21 -0.29 1.00
C -0.11 4.53 -5.66
C -1.92 -4.65 2.48
C 1.16 1.12 3.09
H -1.61 1.76 -3.10
H 0.29 -1.52 -1.20
H 0.48 1.92 2.83
H 1.50 1.41 -7.62
H 2.58 1.44 -1.50
C -2.59 -3.84 0.12
C -2.91 -3.52 4.53
H 1.99 -2.34 0.47
H 3.10 1.10 -5.68
H 4.06 -2.15 1.72
H 3.66 2.73 -6.04
H -1.20 -0.09 5.26
H -1.00 -4.75 3.08
C 2.90 1.97 1.65
H 3.88 1.89 2.14
H -0.34 4.55 -6.73
H -0.22 5.56 -5.31
N -3.49 -3.65 5.70
C 3.03 0.51 -1.14
N 0.52 1.71 -5.08
I -4.87 -4.99 6.37
H 3.42 -0.02 -2.01
H -1.50 -2.13 3.81
H 2.27 2.99 -7.77
H 2.41 2.86 2.02
C 1.43 2.46 -7.31
C -1.73 -3.61 1.35
H -2.39 -4.82 -0.33
N 1.26 0.39 0.66
H 0.57 0.28 3.49
H 3.30 -2.06 -0.66
C -0.91 2.13 -5.15
C -1.50 1.66 -6.51
H -2.12 3.93 -5.18
O -3.98 -3.69 0.41
C -1.35 -0.69 6.17
H 4.49 -0.64 0.96
H -2.03 0.71 -6.40
C 2.71 -1.59 0.14
C 1.33 4.06 -5.42
H 0.49 0.08 -1.93
H -3.36 -2.44 7.60
H -1.70 0.35 -4.16
H 3.89 0.76 -0.53
H -0.68 -3.71 1.01
I -1.58 2.81 8.76
C -1.09 3.64 -4.92
H 2.01 4.68 -6.01
C 2.87 -0.49 2.39
H -3.92 -3.87 2.73
C -3.05 -2.64 6.58
C 3.64 -1.24 1.30
C 2.95 2.16 -5.44
H -2.32 -3.06 -0.61
C -1.02 0.79 8.21
C -3.17 -4.40 3.34
H -2.85 1.67 -4.34
N -2.08 -2.47 4.57
C -2.18 -1.93 5.85
H 0.54 2.89 -7.74
H -0.95 0.16 9.10
H -0.37 -1.04 6.51
C 1.03 -0.79 -1.53
H 1.80 1.47 3.90
H 2.20 -1.22 2.86
H -4.52 -4.09 -0.29
H -2.54 1.06 6.67
C 1.52 2.59 -5.77

**2S+1**: 3
**E_LUMO (alpha / beta)**: -4.17 / -4.17 eV
**<S²>**: 2.01
**Net charge**: +1

***

no.,M (Da)
1,502.772
2,1022.166
3,747.565